{
  "formula": "C31H35N5O6",
  "method": "wB97M-V/def2-TZVPD",
  "species": ["C", "C", "C", "C", "O", "C", "O", "N", "C", "C", "C", "C", "N", "C", "O", "O", "C", "N", "C", "C", "C", "C", "N", "C", "C", "C", "C", "C", "C", "C", "C", "C", "C", "C", "C", "C", "C", "O", "N", "C", "O", "C", "H", "H", "H", "H", "H", "H", "H", "H", "H", "H", "H", "H", "H", "H", "H", "H", "H", "H", "H", "H", "H", "H", "H", "H", "H", "H", "H", "H", "H", "H", "H", "H", "H", "H", "H"],
  "xyz": [[3.85035, 1.05921, -2.34618], [2.57275, 0.90890, -3.17337], [1.51031, 0.16073, -2.41467], [0.71644, 0.83073, -1.55091], [0.87616, 2.15783, -1.30131], [-0.28316, 2.91267, -1.19598], [-1.32036, 2.56189, -1.70673], [-0.06343, 4.06369, -0.55396], [-1.19198, 4.94311, -0.31784], [-1.78529, 4.73640, 1.07295], [1.20836, 4.36423, 0.07143], [2.21114, 4.92298, -0.93503], [-0.28491, 0.17367, -0.85722], [-0.87518, 0.52615, 0.32061], [-0.66451, 1.48902, 0.99796], [-1.78831, -0.43465, 0.64040], [-1.73590, -1.46305, -0.26171], [-2.36316, -2.54261, -0.22733], [-3.31650, -2.84900, 0.81007], [-2.65879, -3.49431, 2.04519], [-1.78947, -2.50660, 2.74423], [-0.42685, -2.47135, 2.75684], [0.01606, -1.34857, 3.40019], [-1.06426, -0.60624, 3.77893], [-1.13129, 0.62238, 4.42172], [-2.38146, 1.12899, 4.70055], [-3.54121, 0.42733, 4.36125], [-3.48140, -0.78978, 3.72131], [-2.22965, -1.31955, 3.41091], [-0.84561, -1.03681, -1.40747], [-1.74194, -0.68567, -2.60904], [0.24807, -2.00569, -1.86161], [1.41631, -1.28375, -2.50013], [2.35840, -2.09395, -3.00587], [2.17478, -3.57254, -2.88511], [1.81287, -3.93958, -1.42247], [3.08586, -3.84753, -0.60316], [4.06800, -4.53082, -0.68038], [2.93742, -2.77766, 0.25289], [1.71383, -2.15186, 0.19864], [1.42637, -1.18305, 0.84861], [0.85218, -2.92695, -0.78459], [4.59913, 1.61764, -2.90323], [3.63175, 1.59101, -1.42381], [4.26114, 0.08497, -2.09181], [2.78949, 0.39014, -4.10784], [2.19117, 1.90244, -3.41588], [-1.94180, 4.70884, -1.07596], [-0.85965, 5.97671, -0.45214], [-1.09686, 5.06612, 1.84721], [-1.98853, 3.67995, 1.22687], [-2.71087, 5.29724, 1.16893], [1.60136, 3.45394, 0.53011], [1.02514, 5.09582, 0.85946], [1.81762, 5.82151, -1.40502], [3.14222, 5.17135, -0.43249], [2.41641, 4.18754, -1.70754], [-4.02069, -3.55716, 0.36440], [-3.84845, -1.94732, 1.12840], [-2.07141, -4.35993, 1.73181], [-3.45846, -3.83604, 2.70620], [0.27013, -3.19530, 2.37550], [0.96750, -1.02402, 3.39464], [-0.23368, 1.16367, 4.68125], [-2.47176, 2.08724, 5.19115], [-4.50241, 0.85716, 4.60496], [-4.38572, -1.32412, 3.46699], [-2.36335, 0.17440, -2.36854], [-2.37578, -1.53460, -2.84892], [-1.12461, -0.43009, -3.46680], [-0.21733, -2.66835, -2.59887], [3.26703, -1.72536, -3.44904], [3.08037, -4.10855, -3.16882], [1.36340, -3.91082, -3.53678], [1.43346, -4.96252, -1.39638], [3.68384, -2.45893, 0.85692], [0.03915, -3.41294, -0.23752]],
  "largest_force_ev_per_a": 0.9,
  "e_tot_ha": -1927.6395,
  "smiles": "CCC1=C(OC(=O)N(CC)CC)N2C(=O)O/C(=N\\CCc3c[nH]c4ccccc34)[C@]2(C)[C@H]2C1=CC[C@H]1C(=O)NC(=O)[C@H]12",
  "spin_multiplicity": 1
}

{
  "formula": "C7H14FN2O2",
  "method": "wB97M-V/def2-TZVPD",
  "species": ["C", "C", "C", "C", "C", "C", "C", "N", "N", "O", "O", "F", "H", "H", "H", "H", "H", "H", "H", "H", "H", "H", "H", "H", "H", "H"],
  "xyz": [[-2.46684, 0.79656, -0.01458], [3.15022, 0.22050, -0.08040], [2.29090, -1.08802, -0.25429], [2.17604, 1.30226, 0.09694], [0.86095, -0.45562, -0.23367], [-3.93711, 1.14693, -0.24235], [-0.05967, -1.58913, 0.33116], [-2.09169, -0.35086, 0.31369], [0.85225, 0.74330, 0.49945], [-1.53393, 1.69755, -0.24647], [-0.45204, -2.47434, -0.52125], [-3.16951, -1.17125, 0.53316], [3.89425, 0.18022, 0.72613], [3.97291, 0.53157, -0.93436], [2.38456, -1.64737, -1.20521], [2.34101, -1.77942, 0.60490], [2.52467, 1.92590, 0.89560], [2.01437, 1.92292, -0.81311], [0.38857, -0.25764, -1.16694], [-3.84017, 1.94100, -1.08283], [-4.46570, 1.36652, 0.60459], [-4.35232, 0.14394, -0.63279], [-0.19002, -1.74181, 1.44250], [1.01243, 0.46037, 1.53377], [-0.51241, 1.56478, -0.08341], [-0.79170, -3.38885, -0.07025]],
  "largest_force_ev_per_a": 5.5,
  "relative_energy_kj_mol": 190.3,
  "charge": 1,
  "spin_multiplicity": 1
}

{
  "formula": "C26H33F5N3PPdSSi",
  "method": "wB97M-V/def2-TZVPD",
  "species": ["Pd", "C", "N", "C", "N", "C", "N", "C", "P", "C", "C", "H", "H", "H", "H", "H", "H", "H", "H", "H", "H", "H", "H", "H", "C", "C", "C", "C", "C", "C", "H", "H", "H", "H", "H", "H", "H", "H", "H", "C", "Si", "C", "C", "C", "C", "C", "C", "C", "H", "H", "H", "H", "H", "H", "H", "H", "H", "H", "H", "F", "C", "C", "F", "C", "F", "C", "S", "C", "F", "C", "F"],
  "xyz": [[-0.26152, -0.62936, 0.57876], [4.73161, 0.03666, -1.15672], [3.68548, -0.76338, -1.93315], [3.98625, -2.26170, -1.77090], [4.08753, -2.61595, -0.40076], [5.08727, -1.80117, 0.27360], [4.78149, -0.37796, 0.20093], [3.57259, -0.01375, 0.96228], [2.04397, -0.87239, 0.33267], [2.30335, -0.43132, -1.44829], [2.79191, -2.56999, 0.28932], [4.45588, 1.08815, -1.24074], [5.68920, -0.15135, -1.64544], [3.74119, -0.52955, -2.92420], [4.93560, -2.43160, -2.28173], [3.17713, -2.79935, -2.26653], [6.06116, -1.97563, -0.19047], [5.13972, -2.09916, 1.31947], [3.43649, 1.06381, 0.90946], [3.73536, -0.26939, 2.01051], [2.15520, 0.64418, -1.56634], [1.57538, -0.99158, -2.03938], [2.09692, -3.24188, -0.20567], [2.92782, -2.93202, 1.31036], [-5.52120, -0.88956, 0.02020], [-4.75968, 0.43685, 0.14435], [-4.92881, 1.24868, -1.14735], [-5.31144, 1.23850, 1.33083], [-3.33024, 0.15847, 0.34326], [-2.15861, -0.11715, 0.48856], [-6.58406, -0.69741, -0.14579], [-5.41114, -1.48108, 0.92944], [-5.13382, -1.47586, -0.81325], [-5.98878, 1.44209, -1.32966], [-4.52308, 0.70216, -1.99937], [-4.41214, 2.20837, -1.07627], [-6.36816, 1.46713, 1.17241], [-4.76772, 2.17641, 1.45056], [-5.21412, 0.66935, 2.25589], [-1.69891, 2.79530, 1.22720], [-0.51361, 1.64324, 0.31428], [-0.75224, 1.97819, -1.52855], [1.17712, 2.41733, 0.78388], [1.58482, 2.41307, 2.12342], [2.75464, 3.03519, 2.53255], [3.57140, 3.66493, 1.59906], [3.19104, 3.68411, 0.26470], [2.00023, 3.07810, -0.13030], [-1.30091, 3.81301, 1.24035], [-1.84560, 2.46727, 2.25868], [-2.67531, 2.79882, 0.74353], [-0.76741, 3.05952, -1.70286], [-1.72099, 1.57511, -1.82555], [0.00037, 1.53650, -2.18701], [0.96926, 1.90492, 2.85991], [3.03738, 3.02566, 3.57821], [4.48872, 4.14620, 1.91330], [3.80807, 4.19428, -0.46645], [1.70258, 3.14155, -1.17304], [0.76000, -7.89405, 0.61903], [0.47768, -6.67129, 0.15755], [-0.28220, -5.79233, 0.91058], [-0.72910, -6.17275, 2.11144], [-0.56765, -4.52977, 0.42594], [-1.27974, -3.71468, 1.21234], [-0.12189, -4.07461, -0.82054], [-0.45548, -2.47467, -1.40629], [0.64969, -4.99272, -1.53961], [1.18406, -4.63115, -2.72256], [0.94565, -6.26121, -1.07698], [1.69856, -7.09061, -1.81004]],
  "largest_force_ev_per_a": 0.6,
  "relative_energy_kj_mol": 28.0,
  "spin_multiplicity": 1
}

{
  "formula": "C40H54BrF4N9SSiSr",
  "method": "wB97M-V/def2-TZVPD",
  "species": ["Sr", "C", "N", "C", "C", "C", "N", "C", "C", "F", "C", "F", "C", "C", "F", "C", "F", "H", "H", "H", "H", "H", "H", "H", "H", "H", "H", "H", "C", "C", "C", "C", "N", "C", "C", "C", "C", "C", "C", "N", "H", "H", "H", "H", "H", "H", "H", "H", "N", "C", "C", "C", "N", "C", "N", "S", "C", "N", "C", "C", "C", "N", "H", "H", "H", "H", "H", "H", "H", "H", "C", "C", "C", "C", "Si", "Br", "C", "C", "C", "C", "C", "C", "C", "C", "H", "H", "H", "H", "H", "H", "H", "H", "H", "H", "H", "H", "H", "H", "H", "H", "H", "H", "H", "H", "H", "H", "H", "H", "H", "H", "H"],
  "xyz": [[0.43577, -1.33747, 0.42093], [3.41761, -3.36781, 1.26961], [1.97908, -3.40266, 1.02977], [1.23826, -3.84374, 2.20735], [1.67526, -4.13754, -0.21679], [0.22159, -4.57057, -0.40572], [-0.60583, -3.37693, -0.39848], [-1.92932, -3.50463, -0.61012], [-2.74347, -2.35486, -0.51642], [-2.11040, -1.17076, -0.23634], [-4.10777, -2.34262, -0.64263], [-4.76326, -1.17707, -0.48625], [-4.81391, -3.49973, -0.91682], [-4.05491, -4.64685, -1.05989], [-4.67095, -5.80486, -1.34470], [-2.68051, -4.66541, -0.92378], [-2.06789, -5.86456, -1.08580], [3.63811, -2.74357, 2.13620], [3.91284, -2.95999, 0.38998], [3.82522, -4.37289, 1.43922], [0.17609, -3.65867, 2.04098], [1.55574, -3.22682, 3.04701], [1.35516, -4.90058, 2.47446], [2.33220, -5.01204, -0.31483], [1.90121, -3.45222, -1.03910], [-0.06972, -5.29340, 0.36657], [0.19992, -5.10932, -1.35762], [-5.88632, -3.50407, -1.03133], [-0.01665, 1.38133, 4.37683], [-0.51874, 0.68480, 5.46052], [-0.91926, -0.62425, 5.26858], [-0.83607, -1.18409, 3.99773], [-0.34618, -0.51736, 2.94807], [0.07670, 0.72912, 3.16123], [-1.35385, -2.56108, 3.77718], [-1.05335, -3.57630, 4.68081], [-1.57608, -4.83815, 4.45459], [-2.39932, -5.03246, 3.35714], [-2.64502, -3.95598, 2.51693], [-2.11906, -2.74704, 2.70262], [0.29530, 2.41411, 4.46184], [-0.60541, 1.15376, 6.43142], [-1.33744, -1.20372, 6.07934], [0.51187, 1.25327, 2.31462], [-0.39857, -3.38623, 5.52073], [-1.34291, -5.65553, 5.12484], [-2.83988, -5.99751, 3.14766], [-3.29354, -4.07322, 1.65456], [2.34029, -0.39288, -0.96468], [3.41883, -0.66302, -1.30883], [4.67847, -0.98235, -1.79575], [4.87592, -1.04404, -3.19808], [5.01005, -1.08169, -4.34271], [5.72062, -1.19164, -0.87017], [6.53333, -1.33684, -0.06160], [3.27268, -0.75627, 3.79767], [3.67277, 0.58359, 2.85716], [3.11582, 1.79053, 3.10723], [3.21656, 2.96771, 2.25252], [3.64734, 2.53772, 0.86430], [4.87978, 1.65095, 0.99605], [4.52669, 0.51279, 1.83051], [2.53224, 1.80222, 3.92519], [3.93950, 3.68175, 2.66094], [2.24204, 3.46204, 2.22396], [3.84479, 3.40727, 0.23841], [2.87619, 1.92727, 0.39003], [5.71774, 2.20512, 1.43176], [5.20210, 1.27045, 0.02605], [4.99211, -0.37037, 1.68446], [-1.20612, 5.36356, -0.94566], [-0.40321, 4.45697, -1.88725], [-0.37194, 5.12168, -3.27667], [1.03087, 4.41000, -1.34115], [-1.20957, 2.71585, -2.00920], [-0.74881, 1.80146, 0.05330], [-0.42351, 1.57872, -3.32984], [-0.55791, 0.08810, -3.00004], [1.07997, 1.85284, -3.48633], [-1.08509, 1.83796, -4.69746], [-3.13432, 2.72939, -2.01518], [-3.66567, 3.69744, -3.08867], [-3.66793, 1.32168, -2.31757], [-3.74117, 3.13770, -0.66675], [-0.67601, 6.31558, -0.84094], [-1.31757, 4.93569, 0.05325], [-2.19802, 5.59126, -1.33065], [0.04513, 6.12997, -3.18580], [-1.36627, 5.22248, -3.71127], [0.25472, 4.57776, -3.98477], [1.38572, 5.43782, -1.20912], [1.72755, 3.91325, -2.01142], [1.08367, 3.91473, -0.37012], [0.08474, -0.17541, -2.16573], [-0.20128, -0.49669, -3.85332], [-1.56828, -0.23807, -2.76707], [1.62056, 1.75000, -2.54915], [1.28067, 2.83938, -3.90278], [1.49923, 1.11798, -4.18102], [-2.12360, 1.51249, -4.72796], [-0.54189, 1.27032, -5.45925], [-1.04635, 2.88906, -4.98729], [-3.29010, 3.48185, -4.08901], [-3.43061, 4.73532, -2.85738], [-4.75669, 3.61528, -3.12841], [-3.40323, 0.97308, -3.31501], [-4.76112, 1.33890, -2.26325], [-3.32527, 0.58588, -1.58836], [-3.48940, 4.15528, -0.37386], [-3.44908, 2.46617, 0.14510], [-4.83098, 3.08510, -0.75406]],
  "largest_force_ev_per_a": 0.7,
  "relative_energy_kj_mol": 73.4,
  "spin_multiplicity": 1
}